(1)
Molecular formula: C4H18BO17
Method: DFT, ωB97M-V with the def2-TZVPD basis set

As for the charge: -1. The calculation puts the strongest force on any atom at 0.69 eV/A. The value obtained for the orbital gap is 10.40 eV.

Geometry as XYZ:
```
40
Properties=species:S:1:pos:R:3:forces:R:3:mulliken_charge:R:1
O 7.743273 21.738936 50.927185 -0.03 0.24 0.04 -0.54
C 7.951709 20.786813 50.227897 0.15 0.15 -0.63 0.44
O 8.152891 20.797928 48.923875 -0.15 -0.01 0.38 -0.55
B 8.332051 19.424783 48.445122 -0.34 -0.19 -0.57 1.16
O 8.292746 18.571896 49.670761 -0.08 0.17 0.03 -0.44
C 8.074474 19.337635 50.713402 0.46 -0.22 0.14 0.66
O 8.054700 18.998689 51.866325 -0.33 -0.18 0.04 -0.66
O 9.571562 19.260303 47.690876 0.16 -0.31 0.13 -0.52
C 9.336650 18.520141 46.618035 -0.35 0.19 0.12 0.61
O 10.144888 17.998091 45.910730 0.20 -0.03 -0.11 -0.58
C 7.794133 18.435025 46.451760 0.24 0.01 0.16 0.51
O 7.251459 18.994513 47.516759 0.21 0.13 0.19 -0.49
O 7.221402 17.932330 45.530370 -0.16 -0.09 -0.12 -0.61
O 9.165655 22.809111 53.413923 0.14 0.04 0.07 -0.61
H 9.784525 22.148020 53.738863 0.00 -0.06 0.01 0.31
H 9.190904 22.714859 52.455700 -0.15 -0.03 0.07 0.30
O 5.296284 17.486262 53.141281 -0.01 -0.04 0.01 -0.66
H 5.336793 18.183418 53.802295 0.00 0.04 0.00 0.32
H 5.834165 17.823535 52.417844 0.08 0.01 0.01 0.32
O 11.932410 16.618261 43.968384 0.08 -0.12 -0.19 -0.64
H 12.238738 16.473847 44.868197 -0.05 0.09 0.06 0.31
H 10.978385 16.503211 44.024690 -0.05 0.11 0.12 0.32
O 5.036795 16.332706 46.917066 -0.12 -0.06 -0.07 -0.62
H 5.872977 16.042983 47.291025 0.02 0.00 0.02 0.30
H 5.301702 16.958392 46.231326 0.11 0.04 0.05 0.35
O 11.465888 19.932066 44.019699 0.02 0.07 -0.02 -0.64
H 11.404742 19.607283 43.117720 0.04 -0.04 -0.01 0.30
H 11.423412 19.129857 44.555335 -0.04 -0.02 0.02 0.38
O 10.454035 19.131376 53.561783 0.03 0.14 0.13 -0.65
H 10.544157 18.179401 53.470501 0.03 -0.02 -0.06 0.29
H 9.568842 19.315576 53.224787 -0.08 -0.06 -0.08 0.36
O 4.960971 21.976235 52.128392 -0.13 -0.05 -0.08 -0.67
H 5.706786 21.571297 51.670557 0.08 0.08 0.12 0.35
H 5.243171 22.885836 52.254223 0.04 0.00 0.07 0.28
O 8.151864 24.971859 50.842406 0.06 0.02 -0.07 -0.63
H 8.343223 24.065479 50.576724 -0.10 -0.06 -0.05 0.32
H 7.266863 24.920965 51.212342 -0.01 -0.02 0.04 0.31
O 9.259988 15.646515 51.038937 -0.02 -0.09 0.02 -0.63
H 9.047668 15.790859 51.965227 -0.05 0.02 0.02 0.30
H 8.598543 16.161658 50.565021 0.08 0.14 -0.03 0.32
```
Forces are in eV/Å.



(2)
Molecular formula: C3H18N2O4
Method: DFT, ωB97M-V with the def2-TZVPD basis set

As for the charge: -1. As for the expectation value of S²: 0.751. The spin multiplicity is 2. The calculation puts the strongest force on any atom at 2.61 eV/A. The value obtained for the orbital gap (alpha / beta) is 2.66 / 8.88 eV.

Geometry as XYZ:
```
27
Properties=species:S:1:pos:R:3:forces:R:3:mulliken_charge:R:1
N -0.657710 -0.163267 0.240606 0.72 0.55 0.45 -0.09
C -0.586243 1.289027 0.178506 -0.08 1.57 1.18 -0.96
C 0.811403 1.858490 -0.251316 -1.68 -0.40 -0.58 -0.77
N 1.195682 1.115715 -1.446917 2.31 -1.11 0.52 -0.04
C 2.628217 0.817004 -1.470752 0.77 1.65 0.38 -1.60
H 0.315659 -0.431203 0.103778 -0.36 -0.59 -0.50 0.42
H -1.208374 -0.574709 -0.510212 0.59 -0.11 -0.02 -0.14
H -1.367659 1.810501 -0.401401 0.18 -0.75 -0.21 0.35
H -0.787588 1.648471 1.196399 0.08 0.30 0.01 0.29
H 0.751088 2.907841 -0.511772 -0.38 0.60 0.14 0.45
H 1.495270 1.858371 0.615666 0.20 -0.78 -0.72 0.34
H 0.934225 1.476975 -2.347911 -0.46 0.49 0.22 0.35
H 2.935552 0.053104 -0.773873 -0.28 -0.24 0.72 0.37
H 3.012994 0.417742 -2.397352 -0.36 0.16 -0.68 0.54
H 3.246779 1.759427 -1.212666 -0.55 -1.19 -0.40 0.27
H -3.998003 -0.529841 -0.173355 0.32 -0.32 -0.17 0.34
H -2.901699 0.177623 -1.023514 -0.19 -0.51 -0.05 0.40
O -3.674148 0.322325 -0.466027 -0.35 0.79 0.06 -0.95
H 0.728966 -0.597757 2.860198 -0.58 0.20 0.39 0.28
H 2.043104 -0.857425 3.408857 0.16 0.01 0.55 0.36
O 1.172114 -0.579633 3.727014 0.32 -0.21 -0.99 -0.69
H -0.474116 -2.167078 1.440814 0.31 0.83 0.79 0.38
H -0.578351 -2.828472 3.008303 0.68 1.09 -0.23 0.36
O -0.775940 -2.819394 2.074538 -1.15 -1.87 -0.54 -0.96
H -1.663164 -2.640012 -1.425958 0.73 -0.66 -0.89 0.13
H -1.034967 -1.552737 -2.612346 0.41 -1.22 -0.19 0.29
O -1.563089 -1.771096 -1.829304 -1.35 1.71 0.77 -0.74
```
Forces are in eV/Å.



(3)
Molecular formula: C9H13ClN2
Method: DFT, ωB97M-V with the def2-TZVPD basis set

Its SMILES is NCCCNc1cccc(Cl)c1. The calculation puts the strongest force on any atom at 5.62 eV/A. The value obtained for the orbital gap is 9.32 eV.

Geometry as XYZ:
```
25
Properties=species:S:1:pos:R:3:forces:R:3:mulliken_charge:R:1
N -0.648531 2.091446 2.203209 1.00 -2.67 -4.26 -0.65
C -2.079409 1.597901 1.883141 -0.09 0.80 0.83 -0.14
C -2.407805 1.462685 0.320289 -0.69 -1.48 -3.33 -0.64
C -1.010182 1.032105 -0.534480 -2.00 -0.68 0.45 -0.91
N -0.776500 -0.331770 0.061141 3.51 1.80 -0.73 -0.26
C 0.696918 -0.805994 -0.284161 -5.18 2.18 -0.13 0.41
C 0.811061 -2.130634 -0.085601 -0.56 -1.82 1.35 -0.47
C 1.916240 -2.809551 -0.535479 0.80 -1.00 -0.35 -0.31
C 2.895276 -2.173358 -1.342858 0.22 1.57 -4.28 -0.47
C 2.628571 -0.795435 -1.632003 0.13 -0.42 2.69 0.63
Cl 3.536552 0.337639 -2.591110 1.03 -0.97 -0.80 -0.24
C 1.667512 -0.051292 -0.943409 -0.47 -1.77 -0.73 -0.70
H 0.009623 1.387419 1.510410 -2.11 2.57 3.21 0.24
H -0.265729 2.072587 3.156093 -0.96 -0.57 -0.50 0.23
H -2.190030 0.476039 2.114778 -0.14 1.99 0.83 0.17
H -2.787687 2.420214 2.440515 1.35 -2.64 -1.36 0.28
H -3.170508 2.105880 -0.346029 2.25 -0.13 2.02 0.32
H -3.090005 0.473957 0.150556 1.66 1.84 0.89 0.21
H -1.118207 0.854144 -1.683527 -0.22 1.00 1.86 0.39
H -0.143537 1.749150 -0.350646 -1.33 -1.03 -0.14 0.45
H -1.633032 -0.918410 -0.100511 2.00 0.18 -0.16 0.30
H -0.063281 -2.634206 0.459023 1.71 0.51 -0.86 0.25
H 1.906116 -3.855720 -0.213024 0.64 0.16 -0.73 0.34
H 3.563145 -2.487926 -2.326258 -1.25 -0.56 3.44 0.17
H 1.753430 0.933128 -1.330061 -1.31 1.12 0.79 0.39
```
Forces are in eV/Å.